No. 1
78
Properties=species:S:1:pos:R:3:forces:R:3:lowdin_charge:R:1 method="wB97M-V/def2-TZVPD" multiplicity=1 gap_ev=6.330 total_charge=+2 de_lowest_kj_mol=132.7
Ta 0.402 0.217 -0.047 -1.1 0.0 1.8 1.963
C 0.599 3.656 2.733 0.0 0.0 0.0 0.003
C 0.205 2.834 1.675 0.0 0.0 0.0 -0.064
N 0.463 1.533 1.674 0.4 0.0 -0.2 -0.031
C 1.144 0.973 2.724 0.0 -0.1 -0.1 -0.162
C 1.667 1.748 3.763 0.0 0.2 0.1 -0.126
C 1.341 3.122 3.756 0.0 0.0 0.0 0.060
C 2.490 1.118 4.730 0.0 0.0 0.0 0.005
C 2.772 -0.209 4.598 -0.1 0.0 -0.1 -0.023
C 2.213 -0.990 3.554 0.0 -0.1 0.1 0.016
C 1.354 -0.426 2.650 -0.2 0.0 -0.1 -0.222
N 0.699 -1.024 1.548 0.2 -0.1 0.1 -0.095
C 0.237 -2.349 1.525 0.0 0.2 0.0 -0.223
C 0.307 -3.304 2.505 0.0 -0.2 0.0 0.015
C -0.222 -4.600 2.273 0.1 0.1 0.0 -0.028
C -0.831 -4.933 1.099 0.0 0.1 -0.1 -0.003
C -0.981 -3.943 0.095 -0.2 -0.1 0.0 -0.127
C -1.687 -4.135 -1.115 0.0 -0.1 0.0 0.054
C -1.872 -3.091 -1.981 0.0 0.1 0.0 0.003
C -1.333 -1.839 -1.664 0.0 -0.1 0.0 -0.065
N -0.642 -1.641 -0.555 0.3 0.1 -0.1 -0.038
C -0.458 -2.669 0.334 0.0 0.2 -0.1 -0.156
H 0.349 4.706 2.706 0.0 0.0 0.0 0.126
H -0.309 3.234 0.810 0.0 0.0 0.0 0.129
H 1.690 3.753 4.564 0.0 0.0 0.0 0.140
H 2.902 1.703 5.541 0.0 0.0 0.0 0.130
H 3.435 -0.692 5.303 0.0 0.0 0.0 0.124
H 2.493 -2.030 3.476 0.0 0.0 0.0 0.118
H 0.748 -3.089 3.465 0.0 0.0 0.0 0.107
H -0.135 -5.335 3.061 0.0 0.0 0.0 0.123
H -1.227 -5.925 0.934 0.0 0.0 0.0 0.129
H -2.090 -5.114 -1.343 0.0 0.0 0.0 0.139
H -2.424 -3.209 -2.902 0.0 0.0 0.0 0.127
H -1.466 -0.990 -2.323 0.0 0.0 0.0 0.126
Br -4.404 5.022 5.614 0.0 0.0 0.1 0.790
C -5.161 4.226 4.088 0.0 0.0 -0.1 -0.692
C -4.576 4.446 2.846 0.0 0.0 0.0 -0.114
C -5.100 3.835 1.721 -0.1 0.1 -0.1 -0.022
C -6.221 3.016 1.843 -0.1 -0.4 -0.2 -0.257
C -6.844 2.870 3.076 0.0 0.0 0.1 -0.012
C -6.304 3.455 4.212 -0.1 -0.1 -0.1 -0.100
N -6.893 2.301 0.781 0.1 0.6 -0.1 0.098
N -6.320 1.869 -0.225 0.1 -0.2 0.3 0.098
C -4.900 1.824 -0.367 0.0 0.0 0.1 -0.214
C -4.308 2.410 -1.457 0.1 0.0 0.0 0.011
C -2.923 2.266 -1.713 -0.3 0.1 0.0 0.050
C -2.196 1.502 -0.858 0.4 -0.2 0.1 -0.271
O -0.856 1.232 -0.970 -0.5 0.4 -1.0 -0.255
C -2.772 0.869 0.252 0.1 -0.1 0.0 -0.161
N -1.912 0.137 1.006 0.2 0.0 -0.2 0.060
C -2.407 -0.535 2.020 0.0 0.1 0.2 -0.065
C -3.777 -0.515 2.347 0.1 0.0 0.0 0.006
C -4.640 0.241 1.601 0.0 0.1 -0.1 0.048
C -4.138 0.989 0.510 -0.2 0.0 0.1 -0.076
H -3.725 5.108 2.765 0.0 0.0 0.0 0.102
H -4.666 4.051 0.757 0.0 0.0 -0.1 0.112
H -7.754 2.286 3.131 0.0 0.0 0.0 0.125
H -6.778 3.330 5.175 0.0 0.0 0.0 0.112
H -4.917 3.004 -2.125 0.0 0.0 0.0 0.134
H -2.465 2.742 -2.570 0.0 0.0 0.0 0.133
H -1.706 -1.111 2.613 0.0 0.0 0.0 0.120
H -4.129 -1.101 3.183 0.0 0.0 0.0 0.123
H -5.696 0.256 1.835 0.0 0.0 0.0 0.126
F 2.033 1.631 -4.685 0.0 0.0 -0.1 0.207
C 1.336 1.623 -3.576 0.1 -0.1 -0.1 -0.684
F 0.774 0.425 -3.401 0.0 0.0 0.1 0.133
F 0.391 2.545 -3.602 0.0 0.0 0.0 0.179
S 2.467 2.039 -2.166 -0.4 0.0 0.4 0.725
O 1.575 2.016 -0.965 0.0 -0.2 -0.8 -0.418
O 3.062 3.260 -2.541 0.2 -0.1 0.3 -0.163
N 3.481 0.793 -2.030 0.0 0.2 0.0 -0.236
S 3.085 -0.162 -0.886 -0.2 -0.3 0.3 0.741
O 1.773 -0.889 -1.186 0.7 0.5 -0.2 -0.407
O 2.908 0.399 0.452 0.1 -0.4 -0.3 -0.296
C 4.397 -1.486 -0.798 0.0 0.0 -0.2 -0.686
F 4.550 -2.017 -1.985 0.0 0.0 0.0 0.213
F 3.948 -2.373 0.068 0.0 0.1 0.0 0.191
F 5.492 -0.911 -0.369 0.0 -0.1 0.0 0.214

---

No. 2
75
Properties=species:S:1:pos:R:3:forces:R:3:mulliken_spin:R:1 method="wB97M-V/def2-TZVPD" s2=2.005 multiplicity=3 gap_ev="6.100 / 6.086" total_charge=-1 de_lowest_kj_mol=0.0
Ni 0.624 0.558 -1.129 -0.1 -0.2 -0.4 1.693
O -4.854 1.483 4.021 0.0 0.0 0.0 0.000
C -3.658 1.149 4.559 0.1 0.1 0.0 0.000
O -3.564 0.965 5.740 0.0 0.0 0.0 0.000
C -2.509 1.032 3.608 -0.1 0.0 0.0 0.003
C -2.487 1.672 2.370 0.0 0.0 0.0 -0.002
C -1.410 1.522 1.515 -0.1 0.0 0.1 0.001
C -0.341 0.729 1.919 0.1 0.0 -0.1 -0.002
C -0.347 0.086 3.152 -0.1 0.0 0.0 0.005
C -1.429 0.250 4.001 0.0 0.0 0.0 -0.003
N 0.752 0.602 1.025 0.0 0.1 0.3 0.028
C 1.928 0.784 1.461 0.0 0.0 -0.1 0.005
C 3.063 0.716 0.518 -0.1 0.0 0.1 -0.005
C 4.377 0.791 0.943 0.0 0.0 -0.1 0.002
C 5.379 0.726 -0.020 0.0 0.0 0.1 -0.003
C 5.027 0.597 -1.350 0.0 0.0 0.0 0.002
C 3.678 0.536 -1.689 0.0 0.0 0.0 -0.003
N 2.727 0.589 -0.768 0.1 -0.1 0.1 0.044
H -4.790 1.491 3.059 0.0 0.0 0.0 0.000
H -3.296 2.325 2.061 0.0 0.0 0.0 0.000
H -1.372 2.008 0.551 0.0 0.0 0.0 0.004
H 0.473 -0.564 3.431 0.0 0.0 0.0 0.001
H -1.457 -0.233 4.968 0.0 0.0 0.0 0.000
H 2.136 1.027 2.504 0.0 0.0 0.0 0.004
H 4.608 0.907 1.993 0.0 0.0 0.0 0.000
H 6.419 0.782 0.272 0.0 0.0 0.0 0.000
H 5.776 0.552 -2.128 0.0 0.0 0.0 0.000
H 3.325 0.447 -2.711 0.0 0.0 0.0 0.001
O 1.375 1.608 -5.038 0.0 0.0 0.0 0.003
C 1.095 1.682 -3.844 0.0 0.1 0.0 0.011
O 1.000 0.667 -3.069 0.0 0.0 0.0 0.056
C 0.886 3.089 -3.266 0.0 0.0 0.0 -0.021
C 0.912 4.110 -4.187 0.0 0.0 0.0 -0.001
C 0.764 5.443 -3.809 0.0 0.1 -0.1 -0.001
C 0.621 5.795 -2.484 0.0 -0.1 0.1 0.002
C 0.628 4.791 -1.541 0.1 0.2 0.0 0.004
C 0.702 3.393 -1.868 0.0 -0.1 0.0 0.004
O 0.582 2.528 -0.949 -0.1 0.1 0.0 0.067
N 0.544 5.227 -0.147 -0.3 -0.2 0.1 0.001
O 1.026 4.528 0.726 0.1 0.1 -0.1 0.000
O -0.027 6.285 0.083 0.1 0.0 0.0 0.000
N 0.789 6.490 -4.815 0.1 -0.1 0.0 0.000
O 0.682 7.651 -4.444 0.0 0.0 0.0 0.000
O 0.924 6.166 -5.983 0.0 0.0 0.0 0.000
H 1.053 3.844 -5.224 0.0 0.0 0.0 0.000
H 0.525 6.826 -2.185 0.0 0.0 0.0 0.000
Br 0.676 -3.847 4.799 0.0 0.0 0.0 0.000
C -0.398 -4.416 3.341 0.0 0.0 0.0 0.000
C -1.459 -3.620 2.935 0.0 0.0 0.0 0.000
C -2.219 -4.003 1.846 0.0 0.0 0.0 0.000
C -1.925 -5.184 1.168 -0.1 0.0 0.0 0.000
C -0.906 -6.004 1.634 0.0 0.0 -0.1 0.000
C -0.121 -5.615 2.710 0.0 0.0 0.0 0.000
N -2.757 -5.674 0.104 0.0 0.1 0.0 -0.002
N -3.120 -4.938 -0.836 0.0 -0.2 0.1 0.000
C -2.579 -3.648 -1.037 -0.1 0.2 0.0 -0.002
C -3.489 -2.641 -1.311 0.0 -0.1 0.0 0.003
C -3.139 -1.300 -1.379 0.1 0.0 0.0 0.003
C -1.800 -0.894 -1.238 0.0 -0.1 0.0 0.008
O -1.407 0.312 -1.267 0.0 0.1 0.1 0.051
C -0.821 -1.969 -1.101 0.0 0.1 0.0 -0.014
N 0.474 -1.575 -1.107 0.0 0.1 0.0 0.056
C 1.427 -2.472 -1.060 0.0 0.0 0.0 0.000
C 1.156 -3.850 -1.033 0.0 0.0 0.0 0.005
C -0.144 -4.269 -1.013 0.0 0.0 0.0 -0.003
C -1.195 -3.323 -1.011 0.0 -0.1 -0.1 -0.003
H -1.685 -2.701 3.456 0.0 0.0 0.0 0.000
H -3.030 -3.372 1.511 0.0 0.0 0.0 0.000
H -0.722 -6.947 1.134 0.0 0.0 0.0 0.000
H 0.693 -6.239 3.054 0.0 0.0 0.0 0.000
H -4.528 -2.936 -1.420 0.0 0.0 0.0 0.000
H -3.883 -0.537 -1.566 0.0 0.0 0.0 0.000
H 2.446 -2.103 -1.073 0.0 0.0 0.0 -0.001
H 1.972 -4.559 -1.046 0.0 0.0 0.0 0.000
H -0.375 -5.326 -1.027 0.0 0.0 0.0 0.000

---

No. 3
69
Properties=species:S:1:pos:R:3:forces:R:3:mulliken_spin:R:1 method="wB97M-V/def2-TZVPD" s2=2.044 multiplicity=3 gap_ev="4.865 / 5.401" total_charge=+1
Au 0.290 -0.830 0.054 -0.1 0.1 0.0 -0.016
C -3.311 -2.568 -5.111 -0.1 0.0 0.0 0.007
C -4.236 -1.671 -4.584 0.0 0.0 0.0 0.008
C -3.993 -1.011 -3.384 0.0 0.1 0.1 0.023
C -2.804 -1.281 -2.737 0.1 -0.4 -0.3 0.013
C -2.264 -0.803 -1.467 0.0 0.3 0.5 0.084
N -1.057 -1.432 -1.245 -0.4 -0.2 -0.6 0.043
C -0.793 -2.300 -2.290 0.4 -0.3 0.3 0.082
N 0.193 -3.129 -2.384 -0.3 0.0 -0.4 -0.011
C 1.231 -3.150 -1.538 0.1 0.2 0.2 0.235
C 2.253 -4.153 -1.504 0.2 0.1 0.2 0.055
C 2.417 -5.345 -2.201 0.0 -0.1 -0.1 0.059
C 3.549 -6.094 -1.937 -0.1 0.0 -0.1 0.020
C 4.502 -5.671 -1.001 0.0 0.1 0.1 0.023
C 4.348 -4.487 -0.304 0.1 0.0 0.0 0.056
C 3.213 -3.727 -0.562 -0.2 -0.1 -0.2 0.054
C 2.757 -2.472 -0.042 -0.2 0.1 -0.2 0.231
N 3.441 -1.691 0.804 0.3 0.3 0.2 -0.005
C 2.939 -0.650 1.384 -0.1 -0.5 -0.3 0.079
N 1.614 -0.255 1.386 0.6 0.3 0.4 0.043
C 1.462 0.832 2.223 -0.6 0.0 -0.1 0.074
N 0.359 1.430 2.537 0.3 0.0 0.2 -0.004
C -0.822 1.135 1.975 0.0 0.0 -0.4 0.253
N -1.015 0.432 0.814 -0.7 0.1 0.6 -0.048
C -2.338 0.475 0.467 0.4 0.1 0.0 0.248
N -2.874 0.022 -0.678 -0.2 -0.2 -0.3 0.000
C -3.048 1.207 1.475 0.2 0.1 0.3 0.030
C -4.400 1.484 1.650 0.0 0.0 -0.1 0.062
C -4.770 2.173 2.790 -0.1 0.0 -0.1 0.025
C -3.820 2.587 3.735 0.1 0.0 0.0 0.024
C -2.474 2.322 3.565 0.1 0.1 0.0 0.060
C -2.093 1.623 2.425 -0.2 -0.1 -0.2 0.043
C 2.771 1.170 2.776 0.5 -0.2 0.0 0.018
C 3.156 2.130 3.690 -0.2 0.0 -0.1 0.028
C 4.500 2.175 4.047 0.0 0.0 0.0 0.007
C 5.419 1.284 3.501 0.0 0.0 0.0 0.008
C 5.024 0.307 2.593 0.0 -0.1 -0.1 0.028
C 3.689 0.260 2.246 -0.1 0.4 0.3 0.022
N 1.560 -2.165 -0.639 0.4 -0.5 -0.1 -0.054
C -1.887 -2.201 -3.253 -0.5 0.3 0.0 0.024
C -2.122 -2.850 -4.449 0.2 -0.1 0.0 0.029
H -3.530 -3.059 -6.050 0.0 0.0 0.0 0.001
H -5.163 -1.491 -5.110 0.0 0.0 0.0 0.001
H -4.706 -0.316 -2.962 0.0 0.0 0.0 0.003
H 1.683 -5.675 -2.923 0.0 0.0 0.0 0.006
H 3.704 -7.026 -2.464 0.0 0.0 0.0 0.003
H 5.375 -6.283 -0.821 0.0 0.0 0.0 0.003
H 5.085 -4.161 0.418 0.0 0.0 0.0 0.006
H -5.129 1.153 0.921 0.0 0.0 0.0 0.004
H -5.815 2.391 2.965 0.0 0.0 0.0 0.002
H -4.153 3.116 4.618 0.0 0.0 0.0 0.002
H -1.735 2.631 4.293 0.0 0.0 0.0 0.004
H 2.430 2.813 4.110 0.0 0.0 0.0 0.002
H 4.833 2.908 4.769 0.0 0.0 0.0 0.001
H 6.457 1.351 3.797 0.0 0.0 0.0 0.001
H 5.734 -0.394 2.175 0.0 0.0 0.0 0.001
H -1.404 -3.554 -4.849 0.0 0.0 0.0 0.001
S 0.509 2.040 -1.473 0.2 0.1 -0.3 -0.002
C -0.439 3.330 -0.992 0.1 -0.3 0.1 0.003
N -0.015 4.404 -0.310 -0.2 0.3 0.1 0.000
C -1.065 5.392 -0.078 0.1 0.0 0.0 0.001
C -2.300 4.723 -0.717 0.0 -0.1 0.0 0.000
N -1.759 3.453 -1.196 -0.2 0.3 0.1 0.000
H 0.953 4.566 -0.109 0.1 -0.1 -0.1 0.000
H -0.820 6.342 -0.552 0.0 0.0 0.0 0.000
H -1.210 5.567 0.988 0.0 0.0 0.0 0.000
H -2.704 5.310 -1.542 0.0 0.0 0.0 0.000
H -3.094 4.558 0.012 0.0 0.0 0.0 0.000
H -2.290 2.799 -1.740 0.1 -0.1 0.0 -0.001

---

For reference, max |F| by record: 0.0415 0.0087 0.0178 hartree/bohr.